{
  "formula": "C35H47N2O12S",
  "method": "ωB97M-V with the def2-TZVPD basis set",
  "elements": ["C", "C", "C", "C", "N", "C", "O", "C", "C", "S", "N", "C", "C", "O", "C", "C", "C", "C", "C", "C", "H", "H", "H", "H", "H", "H", "H", "H", "H", "H", "H", "H", "H", "H", "H", "H", "H", "O", "C", "O", "C", "C", "C", "H", "H", "H", "H", "H", "H", "O", "C", "O", "C", "C", "C", "H", "H", "H", "H", "H", "H", "O", "C", "O", "C", "C", "C", "H", "H", "H", "H", "H", "H", "O", "C", "O", "C", "C", "C", "H", "H", "H", "H", "H", "H", "O", "C", "O", "C", "C", "C", "H", "H", "H", "H", "H", "H"],
  "xyz": [[0.26416, -4.18032, 3.90389], [1.15689, -3.04053, 3.64430], [0.61382, -1.93249, 2.60412], [1.89013, -1.24596, 1.81941], [1.66739, -1.49307, 0.34843], [2.60469, -2.30699, -0.09506], [3.25717, -3.20525, -0.64557], [1.57313, 0.36359, 1.96128], [0.79591, 0.30187, 3.37113], [0.30609, 1.85976, 4.24942], [-0.24462, -0.78614, 3.14983], [-1.39778, -0.51309, 2.22546], [-2.72903, 0.02467, 2.94262], [-2.79064, 0.85092, 3.89306], [-4.13451, -0.51517, 2.34339], [-4.21019, -0.52268, 0.75725], [-5.50153, -1.06399, 0.07482], [-6.68334, -1.57751, 0.97886], [-6.59911, -1.56333, 2.56140], [-5.29972, -1.02064, 3.25515], [-0.62656, -4.10944, 4.62531], [0.40185, -5.17889, 3.33601], [2.19140, -2.98451, 4.12810], [0.17635, -2.57956, 1.77056], [2.91980, -1.53955, 2.22790], [2.47051, 1.04845, 2.20488], [1.01225, 0.79106, 1.04441], [1.52727, -0.25283, 4.08286], [1.35919, 2.06176, 5.16624], [-0.51270, -1.17791, 4.08343], [-1.70104, -1.49167, 1.67892], [-1.12724, 0.22239, 1.36732], [-3.33397, -0.15853, 0.10289], [-5.56162, -1.10688, -1.06943], [-7.62943, -2.00411, 0.47740], [-7.42586, -1.95815, 3.24484], [-5.12645, -0.98157, 4.38726], [8.59509, -1.57117, 1.47025], [7.98012, -2.33283, 0.76833], [8.06262, -3.68918, 0.85824], [7.29001, -4.28201, -0.19094], [6.29132, -3.22387, -0.59565], [7.05606, -1.94119, -0.35204], [7.96333, -4.55335, -1.00965], [6.80099, -5.18556, 0.17834], [5.93814, -3.33554, -1.62236], [5.42202, -3.26312, 0.06573], [7.65181, -1.65061, -1.22067], [6.39390, -1.12940, -0.04958], [-0.28779, 4.35083, 5.88096], [0.12764, 4.31732, 7.01275], [1.37321, 3.88582, 7.35425], [1.49621, 3.87464, 8.78131], [0.44626, 4.83968, 9.27817], [-0.64898, 4.69288, 8.24399], [1.32554, 2.85439, 9.13817], [2.50350, 4.18452, 9.06576], [0.11777, 4.63071, 10.29777], [0.83974, 5.86100, 9.25328], [-1.33773, 3.88168, 8.49222], [-1.19074, 5.62727, 8.09673], [-3.66604, -0.25659, -2.87492], [-4.54650, -0.34428, -3.69547], [-5.44517, -1.36462, -3.74101], [-6.27579, -1.21414, -4.89843], [-6.19188, 0.24965, -5.25989], [-4.78681, 0.61240, -4.83065], [-5.88942, -1.86136, -5.69139], [-7.29665, -1.51834, -4.66026], [-6.39261, 0.44473, -6.31480], [-6.91503, 0.81999, -4.66795], [-4.05667, 0.41891, -5.62059], [-4.72421, 1.64699, -4.49243], [2.13030, 1.65828, -0.78278], [2.42213, 1.53664, -1.95011], [2.92051, 2.54037, -2.71648], [3.04909, 2.08494, -4.06993], [3.11417, 0.58075, -3.97788], [2.24851, 0.28950, -2.77319], [2.18054, 2.42915, -4.63737], [3.95203, 2.50643, -4.51567], [2.78318, 0.08037, -4.88479], [4.14370, 0.26575, -3.77496], [1.19489, 0.18506, -3.04476], [2.59632, -0.59021, -2.23142], [1.34739, 0.71054, -6.13325], [0.40138, 0.97806, -6.83486], [0.47606, 1.14400, -8.18159], [-0.80015, 1.55968, -8.68043], [-1.79837, 1.11144, -7.63986], [-1.00386, 1.22061, -6.35685], [-0.78876, 2.64654, -8.80500], [-0.98465, 1.09488, -9.65063], [-2.71569, 1.70339, -7.63995], [-2.07184, 0.06544, -7.81436], [-1.06521, 2.22196, -5.92337], [-1.30760, 0.46643, -5.63008]],
  "total_charge": 1,
  "multiplicity": 1,
  "homo_ev": -11.1,
  "gap_ha": 0.25027,
  "e_tot_ha": -2771.847354
}

---

{
  "formula": "C4H7Cl2NSi",
  "method": "ωB97M-V with the def2-TZVPD basis set",
  "elements": ["C", "C", "C", "C", "N", "Si", "Cl", "Cl", "H", "H", "H", "H", "H", "H", "H"],
  "xyz": [[-1.95139, 0.19959, 0.92518], [0.27077, 0.79044, 1.88499], [-0.48747, -1.54662, -1.75680], [-0.99992, -0.09044, 1.87312], [-2.74316, 0.16630, 0.06032], [0.08077, -2.40733, -0.12356], [2.00370, -2.31367, 0.46760], [-0.85462, -4.10839, 0.17032], [1.09860, 0.40191, 2.45108], [0.51082, 0.90444, 0.91809], [0.12508, 1.76136, 2.45998], [0.12077, -1.22191, -2.60204], [-1.11466, -2.27303, -2.26451], [-1.05968, -0.63774, -1.34922], [-1.39574, -0.34753, 2.83867]],
  "total_charge": 0,
  "de_lowest_ev": 3.909,
  "multiplicity": 1,
  "homo_ev": [-7.4, -8.4],
  "gap_ha": [0.23474, 0.28707],
  "e_tot_ha": -1421.217829
}

---

{
  "formula": "C7H12CuO3",
  "method": "ωB97M-V with the def2-TZVPD basis set",
  "elements": ["C", "C", "H", "H", "H", "H", "H", "O", "C", "O", "O", "C", "C", "C", "C", "Cu", "H", "H", "H", "H", "H", "H", "H"],
  "xyz": [[0.67005, 2.74564, 0.10118], [-0.66535, 2.74346, 0.38552], [1.05808, 2.18872, -0.75438], [1.36402, 3.33635, 0.70259], [-1.36606, 2.19118, -0.24438], [-1.06195, 3.34997, 1.20228], [0.18115, 1.80875, 0.98289], [-0.13874, -3.38483, -3.30290], [-0.54108, -2.47723, -2.51411], [-1.61586, -1.85603, -2.77564], [0.16640, -2.22560, -1.44269], [-0.30043, -1.21116, -0.53790], [0.62881, -1.21005, 0.66307], [0.14725, -0.30837, 1.75500], [0.89504, 0.61749, 2.37845], [-1.66750, -2.90119, -4.18845], [-1.33095, -1.44531, -0.24098], [-0.29282, -0.24480, -1.05849], [1.65134, -0.94553, 0.36154], [0.65645, -2.23356, 1.07489], [-0.90230, -0.42037, 2.04985], [0.50072, 1.16888, 3.23485], [1.96373, 0.71360, 2.16780]],
  "total_charge": 2,
  "multiplicity": 2,
  "homo_ev": [-16.9, -16.9],
  "gap_ha": [0.30928, 0.23824],
  "e_tot_ha": -2139.323775
}

---

{
  "formula": "C24H46Cl2CoN3O7SSi",
  "method": "ωB97M-V with the def2-TZVPD basis set",
  "elements": ["C", "C", "H", "H", "H", "C", "C", "H", "H", "H", "H", "Co", "Cl", "C", "O", "N", "C", "C", "H", "H", "H", "H", "H", "H", "H", "H", "H", "C", "C", "N", "H", "C", "O", "H", "H", "H", "H", "H", "H", "C", "C", "N", "H", "C", "O", "H", "H", "H", "H", "O", "C", "C", "C", "H", "C", "H", "C", "H", "C", "C", "H", "H", "H", "Si", "Cl", "C", "C", "C", "H", "H", "H", "H", "H", "H", "H", "H", "H", "C", "S", "O", "O", "O", "H", "H", "H"],
  "xyz": [[-2.73735, 0.55011, -4.15214], [-1.83867, 1.55144, -3.48037], [-3.76452, 0.89987, -4.14274], [-2.64985, -0.44887, -3.71831], [-2.38102, 0.47191, -5.18315], [-2.07171, 2.87268, -3.44158], [-3.31277, 3.53755, -3.91996], [-1.31627, 3.55676, -3.04463], [-4.22401, 2.98799, -3.63474], [-3.32580, 3.64979, -5.01207], [-3.29804, 4.54574, -3.49167], [-0.74859, -0.90219, 1.95965], [-0.39650, -3.18803, -1.71908], [2.29976, 2.33465, 1.70306], [1.45067, 2.76091, 2.52511], [3.63207, 2.39835, 1.98845], [3.96401, 3.07180, 3.24813], [4.59415, 2.54478, 0.89497], [2.03357, 1.92538, 0.71997], [3.45283, 2.55121, 4.06559], [3.64520, 4.12359, 3.23953], [5.04516, 3.03991, 3.39090], [4.37618, 1.78803, 0.12914], [5.60415, 2.41608, 1.30393], [4.53913, 3.55364, 0.45443], [2.23645, -4.37462, 4.31174], [3.30009, -5.25447, 2.55241], [1.44709, -3.86338, 3.77602], [2.41440, -5.21833, 1.91098], [1.53692, -4.16302, 2.36911], [1.53274, -2.77007, 3.93766], [0.63914, -3.55749, 1.57090], [-0.15948, -2.71216, 2.06339], [2.72565, -5.02336, 0.88184], [0.65017, -3.84425, 0.52364], [0.47953, -4.19089, 4.20115], [1.90226, -6.18914, 1.97100], [-3.89833, 1.84490, 0.71132], [-2.33422, 4.32526, 0.77208], [-3.65124, 1.94951, 1.77228], [-2.28327, 4.00670, 1.82185], [-2.32228, 2.55627, 1.91609], [-3.65423, 0.96954, 2.23864], [-1.21189, 1.89335, 2.26993], [-1.12624, 0.78749, 2.86280], [-1.35265, 4.37492, 2.26545], [-0.26718, 2.39652, 1.99948], [-4.39945, 2.61549, 2.21250], [-3.14774, 4.42760, 2.35143], [-0.60948, -0.37827, -2.82954], [-0.54516, 0.92150, -2.89599], [-0.28032, 2.71208, -0.98660], [0.27821, 1.91177, -1.99625], [-1.28635, 2.44524, -0.64844], [0.38584, 3.84637, -0.50224], [0.16582, 0.68586, -3.71027], [1.58178, 2.18152, -2.39432], [-0.16884, 4.56517, 0.12320], [1.71201, 4.08850, -0.88559], [2.31027, 3.25598, -1.82944], [2.05855, 1.54425, -3.14478], [2.22689, 4.94130, -0.41759], [3.33133, 3.49252, -2.14511], [-1.98118, -4.46635, -1.46256], [-2.27560, -0.33130, 0.50701], [-2.62142, -4.47266, 0.35036], [-1.30129, -6.20523, -1.59720], [-3.36754, -3.67501, -2.41203], [-2.23945, -3.71584, 1.05261], [-2.42324, -5.45345, 0.80328], [-3.71514, -4.36635, 0.33717], [-3.88924, -2.97500, -1.74019], [-4.13191, -4.39856, -2.74983], [-2.94933, -3.10770, -3.24944], [-0.45222, -6.34343, -0.91334], [-0.94317, -6.35129, -2.62528], [-2.02531, -6.97998, -1.29484], [3.29755, -1.00657, 1.32316], [2.09435, -0.74290, 0.03144], [2.72146, 0.25508, -0.85385], [1.92461, -2.07013, -0.54147], [0.84759, -0.19246, 0.66391], [4.19957, -1.39512, 0.82563], [2.90976, -1.74046, 2.04525], [3.53256, -0.05858, 1.81703]],
  "total_charge": 0,
  "de_lowest_ev": 3.429,
  "multiplicity": 5,
  "homo_ev": [-8.2, -8.4],
  "gap_ha": [0.31324, 0.31522],
  "e_tot_ha": -4623.869073
}

---

What is the formula in the third record?
C7H12CuO3